Computed, not measured: a 2-piece molecular cluster, CH3IO2S2 overall, with ωB97M-V with the def2-TZVPD basis set.

XYZ file:
```
9
Properties=species:S:1:pos:R:3:nbo_charge:R:1
I 3.81 -0.18 -0.16 -0.11
S 1.37 0.13 0.06 1.06
S 1.14 2.23 -0.13 -0.18
O -1.57 -0.65 -0.93 -0.51
O 1.03 -0.20 1.41 -0.91
C -2.10 -1.04 0.07 0.29
H -3.08 -0.67 0.40 0.11
H 1.06 2.16 -1.45 0.14
H -1.65 -1.80 0.73 0.11
```

## Properties
HOMO-LUMO gap in eV: 8.500
HOMO in eV: -9.425
Total energy in hartree: -1284.39444
ΔE to the lowest compared entry with this formula, charge and spin in kcal per mole: 30.15
Net charge: 0


Computed, not measured: C4H9NO2S in the gas phase, with ωB97M-V with the def2-TZVPD basis set.

XYZ file:
```
17
Properties=species:S:1:pos:R:3:nbo_charge:R:1
S -0.90 2.52 -1.64 -0.07
O 2.29 -0.39 -0.37 -0.72
O 0.95 -1.92 -1.35 -0.56
N -0.39 -0.04 1.09 -0.62
C 1.09 -0.88 -0.79 0.78
C -1.21 -1.16 1.40 -0.42
C 0.00 0.11 -0.29 -0.16
C 0.42 1.53 -0.71 -0.48
H -1.93 1.93 -0.98 0.12
H -0.91 -0.22 -0.82 0.22
H 1.23 1.55 -1.43 0.23
H -2.11 -1.13 0.76 0.20
H -1.72 -1.00 2.36 0.21
H 0.58 2.06 0.24 0.23
H -0.83 -2.19 1.40 0.18
H 3.08 -0.87 -0.59 0.50
H 0.37 0.11 1.74 0.37
```

## Properties
HOMO-LUMO gap in eV: 9.567
HOMO in eV: -8.971
Total energy in hartree: -761.22016
ΔE to the lowest compared entry with this formula, charge and spin in kcal per mole: 27.15
Net charge: 0
SMILES string: CN[C@@H](CS)C(=O)O


Computed, not measured: a 2-piece molecular cluster, C5H10N2O2 overall, with ωB97M-V with the def2-TZVPD basis set.

XYZ file:
```
19
Properties=species:S:1:pos:R:3:nbo_charge:R:1
O 1.25 1.42 1.66 -0.50
O 0.90 -1.36 1.11 -0.74
N -1.84 0.53 -0.10 -0.60
N -0.54 -2.54 -0.26 -0.84
C -1.19 -0.34 0.52 0.11
C 0.68 -0.69 -1.22 -0.65
C 0.71 2.18 0.94 0.74
C 0.25 3.11 0.16 -0.77
C 0.00 -1.24 0.03 0.31
H -1.56 -0.62 1.50 0.17
H 0.19 -3.24 -0.15 0.37
H 1.66 -1.17 -1.32 0.23
H 0.75 3.38 -0.75 0.27
H -1.46 0.78 -1.02 0.34
H 1.23 -0.49 1.38 0.49
H -0.65 3.63 0.41 0.28
H 0.08 -0.91 -2.10 0.23
H -1.31 -2.81 0.35 0.37
H 0.83 0.39 -1.15 0.20
```

## Properties
HOMO-LUMO gap in eV: 10.193
HOMO in eV: -9.534
Total energy in hartree: -456.45343
ΔE to the lowest compared entry with this formula, charge and spin in kcal per mole: 63.23
Net charge: 0
SMILES string: [H]/N=C\[C@](C)(N)O.C=C=O


Computed, not measured: C4H5NO2 in the gas phase, with ωB97M-V with the def2-TZVPD basis set.

XYZ file:
```
12
Properties=species:S:1:pos:R:3:nbo_charge:R:1
O -0.78 -0.20 -2.60 -0.50
O 1.86 -0.89 1.21 -0.54
N 0.25 0.70 0.75 -0.43
C -0.89 -0.14 0.96 -0.22
C 1.54 0.14 0.69 0.53
C -0.68 0.57 -0.35 -0.17
C -0.31 -0.32 -1.50 0.40
H -1.63 0.26 1.64 0.22
H -1.27 1.45 -0.61 0.23
H 2.24 0.79 0.13 0.13
H 0.42 -1.12 -1.24 0.12
H -0.72 -1.21 0.98 0.22
```

## Properties
HOMO-LUMO gap in eV: 10.892
HOMO in eV: -10.229
Total energy in hartree: -360.59972
ΔE to the lowest compared entry with this formula, charge and spin in kcal per mole: 43.74
Net charge: 0
SMILES string: O=C[C@H]1CN1C=O


Computed, not measured: C16H19N5S as an isolated structure, with ωB97M-V with the def2-TZVPD basis set.

XYZ file:
```
41
Properties=species:S:1:pos:R:3:nbo_charge:R:1
S 0.01 -2.25 -0.78 0.01
N 1.60 0.08 -0.93 -0.35
N -2.45 -0.33 0.70 -0.41
N -1.21 1.53 1.46 -0.29
N -0.54 0.30 1.73 -0.29
N 2.58 -1.62 0.06 -0.45
C 3.21 1.85 -0.82 -0.26
C -3.56 2.04 0.64 -0.42
C -0.64 -2.07 1.21 -0.45
C 4.53 1.99 -0.37 -0.21
C -2.47 1.07 1.13 0.37
C 0.44 0.82 -1.47 -0.44
C 2.71 0.53 -0.58 0.09
C -3.55 -1.03 0.35 -0.15
C -3.76 -0.56 -1.17 -0.43
C 4.58 -0.41 0.60 -0.21
C -3.91 2.04 -1.07 -0.31
C -1.11 -0.85 1.27 0.28
C 5.13 0.79 0.55 -0.22
C 1.59 -1.11 -0.52 0.35
C -4.68 0.64 -1.12 -0.37
C 3.37 -0.67 -0.09 0.11
H -3.43 2.86 1.11 0.20
H -0.52 0.25 -1.75 0.25
H -4.47 2.74 -1.06 0.19
H -5.55 0.42 -0.83 0.20
H -4.45 1.51 1.30 0.18
H 0.29 -2.13 2.00 0.30
H -2.85 -0.65 -1.80 0.23
H 6.25 0.90 0.63 0.21
H 0.75 1.37 -2.43 0.22
H -4.91 0.85 -2.39 0.17
H -4.27 -1.44 -1.70 0.21
H 2.69 2.84 -1.19 0.24
H 4.94 3.02 -0.45 0.21
H -1.26 -2.83 1.09 0.22
H -4.29 -0.86 0.86 0.17
H 5.17 -1.05 1.07 0.21
H 0.06 1.49 -0.71 0.24
H -2.97 1.82 -1.39 0.23
H -3.12 -2.23 0.18 0.19
```

## Properties
HOMO-LUMO gap in eV: 7.511
HOMO in eV: -7.750
Total energy in hartree: -1292.57621
ΔE to the lowest compared entry with this formula, charge and spin in kcal per mole: 327.14
Net charge: 0


Computed, not measured: C5H13NO as an isolated structure, with ωB97M-V with the def2-TZVPD basis set.

XYZ file:
```
20
Properties=species:S:1:pos:R:3:nbo_charge:R:1
O 0.08 0.08 1.62 -0.77
N 0.29 2.16 -0.77 -0.85
C 1.46 -0.20 -0.49 -0.35
C 1.34 -1.69 -0.34 -0.64
C -0.16 0.79 -0.65 -0.04
C -0.96 0.48 0.57 0.05
C -1.94 -0.67 0.43 -0.63
H -1.46 1.36 1.00 0.18
H 0.50 -2.09 -0.91 0.20
H 1.21 -1.98 0.71 0.22
H -0.46 2.79 -1.03 0.36
H -1.61 -1.41 -0.31 0.21
H -2.11 -1.18 1.38 0.23
H -0.60 0.44 -1.58 0.19
H 0.74 2.51 0.07 0.36
H -2.91 -0.30 0.07 0.21
H 2.26 0.21 0.13 0.20
H 2.27 -2.18 -0.66 0.21
H 0.31 0.78 2.26 0.47
H 1.74 0.09 -1.50 0.19
```

## Properties
HOMO-LUMO gap in eV: 9.753
HOMO in eV: -8.907
Total energy in hartree: -328.23242
ΔE to the lowest compared entry with this formula, charge and spin in kcal per mole: 54.23
Net charge: 0


Computed, not measured: C16H13BN2O2PtSe2 as an isolated structure, with ωB97M-V with the def2-TZVPD basis set.

XYZ file:
```
37
Properties=species:S:1:pos:R:3:nbo_charge:R:1
Pt 0.00 0.00 0.00 0.47
Se -0.71 3.30 1.66 0.21
Se -2.71 2.53 0.63 0.21
O 3.09 -0.78 0.65 -0.67
O 1.60 -1.85 2.13 -0.70
N 0.53 1.92 -0.52 -0.56
N -1.63 -0.04 1.26 -0.58
C 3.74 -1.54 1.53 0.22
C 4.72 -3.22 3.51 -0.23
C 1.64 2.91 -2.38 -0.23
C 5.61 -2.58 2.62 -0.22
C 1.21 1.78 -1.69 0.06
C 5.12 -1.73 1.62 -0.25
C -2.43 -1.57 2.91 -0.24
C 3.34 -3.01 3.40 -0.27
C -3.52 0.56 2.58 -0.25
C 0.67 4.30 -0.66 -0.26
C -2.60 0.86 1.57 0.02
C 2.88 -2.17 2.40 0.27
C 1.37 4.18 -1.86 -0.16
C -3.44 -0.66 3.25 -0.17
C 0.25 3.15 0.01 0.03
C -1.52 -1.24 1.90 0.06
B 1.70 -0.95 1.01 0.77
H 6.68 -2.74 2.71 0.21
H 1.41 0.79 -2.07 0.25
H -0.38 -0.87 -1.43 -0.26
H -4.30 1.27 2.84 0.23
H 5.11 -3.87 4.28 0.21
H 0.46 5.28 -0.25 0.23
H 2.19 2.80 -3.31 0.23
H -2.35 -2.51 3.43 0.23
H 2.65 -3.50 4.08 0.22
H -0.74 -1.93 1.63 0.25
H 5.79 -1.23 0.93 0.22
H -4.14 -0.90 4.03 0.22
H 1.71 5.06 -2.39 0.22
```

## Properties
HOMO-LUMO gap (spin up / spin down) in eV: 5.610 / 5.613
HOMO (spin up / spin down) in eV: -6.597 / -6.603
Total energy in hartree: -5824.46211
Net charge: 0


Computed, not measured: C16H29IrN3O2SSi2 as an isolated structure, with ωB97M-V with the def2-TZVPD basis set.

XYZ file:
```
54
Properties=species:S:1:pos:R:3:nbo_charge:R:1
Ir -0.29 0.81 0.64 0.99
S -0.64 3.06 0.99 -0.18
Si -1.74 0.31 -1.94 1.70
Si 1.47 0.29 -2.25 1.73
O 1.64 0.66 1.01 -0.69
O -0.16 -1.24 0.48 -0.71
N -0.60 0.71 2.68 -0.30
N -1.22 4.11 3.37 -0.82
N -0.87 1.86 3.41 -0.43
C -0.05 -2.04 1.50 0.41
C -1.83 -1.54 -2.29 -1.13
C -2.89 0.69 -0.48 -1.11
C 2.26 1.72 1.68 -0.25
C 2.90 1.49 -2.00 -1.12
C -2.49 1.20 -3.43 -1.12
C 1.24 0.17 -4.14 -1.12
C -0.20 -1.68 2.87 -0.24
C 0.35 -4.35 2.20 -0.19
C -0.50 -0.36 3.37 0.13
C -0.08 0.96 -1.48 -1.52
C 0.23 -3.40 1.22 -0.28
C -0.08 -2.69 3.85 -0.14
C 2.02 -1.40 -1.64 -1.12
C -0.92 2.93 2.70 0.25
C 0.19 -4.00 3.55 -0.31
H -0.85 4.94 2.93 0.38
H 2.92 -1.72 -2.16 0.21
H 3.79 1.15 -2.54 0.21
H 2.28 2.64 1.08 0.15
H -1.26 -1.81 -3.18 0.23
H 2.22 -1.35 -0.57 0.26
H -3.83 0.13 -0.60 0.24
H -3.12 1.75 -0.42 0.25
H -0.09 2.02 -1.78 0.24
H -3.51 0.86 -3.65 0.22
H 1.78 1.95 2.64 0.15
H 1.24 -2.15 -1.80 0.23
H 3.29 1.42 1.88 0.16
H 2.64 2.49 -2.36 0.22
H 3.15 1.56 -0.94 0.25
H 0.93 1.13 -4.55 0.22
H 0.29 -4.74 4.33 0.20
H -1.43 -2.09 -1.44 0.26
H -1.89 1.04 -4.33 0.23
H -2.87 -1.85 -2.45 0.22
H 0.48 -0.57 -4.40 0.22
H 2.17 -0.13 -4.63 0.22
H -1.07 4.06 4.37 0.38
H -2.53 2.28 -3.25 0.23
H -2.51 0.38 0.51 0.22
H 0.57 -5.37 1.93 0.20
H -0.66 -0.27 4.45 0.18
H 0.36 -3.66 0.17 0.21
H -0.21 -2.39 4.89 0.19
```

## Properties
HOMO-LUMO gap in eV: 7.172
HOMO in eV: -4.307
Total energy in hartree: -2023.47780
ΔE to the lowest compared entry with this formula, charge and spin in kcal per mole: 5.84
Net charge: -1


Computed, not measured: C18H15Br3F3Pd as an isolated structure, with ωB97M-V with the def2-TZVPD basis set.

XYZ file:
```
40
Properties=species:S:1:pos:R:3:nbo_charge:R:1
Pd -0.83 -0.10 0.56 1.01
Br -1.40 1.99 -0.88 -0.64
Br 1.01 -0.31 2.40 -0.72
Br -2.99 -1.55 0.84 -0.65
F -0.53 -1.44 -1.40 -0.35
F 1.46 0.10 -0.88 -0.33
F -2.14 0.97 2.75 -0.33
C -3.18 -0.21 6.00 -0.19
C -2.71 -0.27 4.73 -0.27
C -1.64 -2.51 -4.88 -0.20
C 4.96 0.92 -0.82 -0.21
C -0.39 -2.75 -5.43 -0.23
C -0.51 -1.84 -2.77 0.41
C 2.63 0.73 -1.16 0.41
C 0.78 -2.48 -4.72 -0.22
C 0.71 -2.02 -3.40 -0.26
C 2.71 1.70 -2.11 -0.29
C -2.59 0.94 4.06 0.42
C 3.87 2.26 -2.53 -0.19
C -2.72 2.19 4.66 -0.28
C -1.65 -2.18 -3.49 -0.26
C -3.26 2.19 5.91 -0.20
C 5.05 1.87 -1.84 -0.24
C 3.76 0.34 -0.50 -0.27
C -3.44 1.02 6.56 -0.25
H -2.68 3.13 4.13 0.23
H 4.00 2.95 -3.35 0.21
H 5.79 0.64 -0.19 0.21
H -2.55 -2.53 -5.46 0.22
H -0.47 -3.09 -6.45 0.21
H 6.05 2.26 -1.95 0.21
H 1.77 -2.74 -5.07 0.21
H 1.64 -1.76 -2.92 0.23
H -3.38 -1.05 6.64 0.21
H -3.41 3.13 6.42 0.20
H -2.66 -1.26 4.29 0.25
H -4.00 1.23 7.46 0.20
H -2.55 -2.13 -2.90 0.24
H 3.63 -0.38 0.30 0.25
H 1.83 2.02 -2.64 0.24
```

## Properties
HOMO-LUMO gap (spin up / spin down) in eV: 8.228 / 6.890
HOMO (spin up / spin down) in eV: -5.494 / -5.551
Total energy in hartree: -8844.49710
2S+1: 3
ΔE to the lowest compared entry with this formula, charge and spin in kcal per mole: 15.75
Net charge: -1


Computed, not measured: C44H42NO2S4SbTi as an isolated structure, with ωB97M-V with the def2-TZVPD basis set.

XYZ file:
```
95
Properties=species:S:1:pos:R:3:mulliken_spin:R:1
Sb -2.87 1.83 -1.01 0.00
Ti -0.53 -0.30 0.64 1.79
S 0.24 2.68 0.50 0.01
S 0.52 0.59 3.07 -0.01
S 1.91 -0.26 0.06 0.02
S -1.34 -1.00 -1.68 0.01
O -3.30 -7.46 -0.60 0.00
O -4.60 -6.38 0.81 0.00
N -0.17 -2.00 1.56 -0.14
C -5.28 3.89 -0.75 0.00
C -5.02 6.26 -0.47 0.00
C -6.66 -0.42 -0.76 0.00
C 0.23 -4.35 1.16 0.03
C 0.06 -3.14 2.04 0.08
C -5.60 0.43 -0.48 0.00
C 0.60 -6.59 -0.47 0.01
C 1.29 -4.45 5.39 -0.01
C 2.12 -0.23 2.95 0.01
C 1.23 -5.39 -0.78 0.00
C -3.30 -2.62 -0.54 0.03
C -2.04 -4.95 -1.33 0.00
C -5.84 5.15 -0.59 0.00
C 0.28 3.25 2.22 0.00
C -4.58 0.62 -1.41 0.00
C -4.64 -0.07 -2.63 0.00
C -3.32 2.25 3.41 0.00
C -5.70 -0.91 -2.91 0.00
C -3.76 -6.31 -0.05 0.00
C -0.22 -6.67 0.65 0.00
C -6.71 -1.10 -1.97 0.00
C -3.29 0.95 3.89 0.00
C 1.00 2.34 3.20 0.01
C 2.03 2.56 0.18 -0.01
C -3.64 6.12 -0.53 0.00
C -3.19 -5.03 -0.54 0.00
C -1.52 -3.73 -1.70 0.01
C -0.27 -2.67 5.78 -0.01
C -0.46 -2.54 4.41 0.01
C 0.61 -3.63 6.27 0.02
C -2.13 -2.54 -1.29 -0.01
C 2.87 -0.29 1.61 0.01
C -3.82 -3.85 -0.16 0.00
C 1.10 -4.33 4.02 0.02
C 0.22 -3.37 3.51 0.02
C 1.03 -4.28 0.02 0.02
C -0.39 -5.56 1.46 0.02
C 2.37 1.34 -0.65 0.01
C -3.09 4.86 -0.71 0.00
C -2.92 0.17 1.65 0.15
C -3.10 -0.10 3.00 0.03
C -2.96 1.47 1.14 0.03
C -3.16 2.51 2.05 0.02
C -3.90 3.72 -0.81 0.00
H -2.70 -7.25 -1.31 0.00
H -5.57 0.95 0.47 0.00
H -0.77 3.34 2.49 0.00
H 1.84 1.36 -1.61 0.00
H -0.73 -7.59 0.88 0.00
H 1.98 -5.20 5.77 0.00
H 2.09 2.41 3.09 0.00
H -3.00 6.99 -0.45 0.00
H 0.76 -7.46 -1.09 0.00
H -1.48 -5.84 -1.63 0.00
H 0.71 4.25 2.24 0.00
H 2.36 3.47 -0.32 0.00
H -3.44 0.74 4.94 0.00
H 1.48 -3.33 -0.23 0.01
H -6.92 5.26 -0.55 0.00
H -3.49 3.07 4.09 0.00
H 0.76 -3.74 7.34 0.00
H -1.12 -1.79 4.01 0.02
H -3.09 -1.12 3.34 0.00
H -7.44 -0.56 -0.02 0.00
H 1.87 -5.33 -1.65 0.00
H 1.91 -1.25 3.30 0.00
H 3.44 1.33 -0.88 0.00
H -1.02 -5.63 2.34 0.00
H 3.63 0.49 1.54 0.00
H -2.82 -0.67 0.96 -0.18
H -2.01 4.76 -0.77 0.00
H 2.77 0.22 3.70 0.00
H -3.84 0.03 -3.35 0.00
H -0.61 -3.67 -2.28 0.00
H -5.46 7.24 -0.34 0.00
H -5.93 3.02 -0.85 0.00
H -7.53 -1.77 -2.18 0.00
H -0.81 -2.03 6.46 0.00
H -3.83 -1.72 -0.25 -0.01
H 3.40 -1.25 1.58 0.00
H -5.74 -1.45 -3.85 0.00
H 0.77 2.68 4.21 0.00
H -4.71 -3.91 0.44 0.00
H -3.23 3.53 1.70 0.00
H 1.63 -4.98 3.34 0.00
H 2.54 2.51 1.14 0.00
```

## Properties
HOMO-LUMO gap (spin up / spin down) in eV: 6.168 / 7.233
HOMO (spin up / spin down) in eV: -6.258 / -7.326
Total energy in hartree: -4589.60235
2S+1: 3
ΔE to the lowest compared entry with this formula, charge and spin in kcal per mole: 0.00
Net charge: 0


Computed, not measured: a 4-piece molecular cluster, C15H24F5NO14S3 overall, with ωB97M-V with the def2-TZVPD basis set.

XYZ file:
```
62
Properties=species:S:1:pos:R:3:nbo_charge:R:1
S 2.36 -0.70 3.94 2.55
S 0.68 -6.32 0.47 2.54
S -2.70 -1.68 2.73 2.54
F 0.58 1.36 -1.06 -0.31
F 1.69 1.70 -3.77 -0.29
F 1.98 2.93 -0.61 -0.31
F 2.61 1.11 -1.54 -0.31
F 2.43 3.56 -3.03 -0.31
O -0.28 -5.72 -0.39 -0.90
O 3.77 -1.43 3.68 -0.68
O 1.86 -6.93 -0.03 -0.90
O -3.75 -2.52 2.29 -0.90
O -0.08 -7.36 1.44 -0.68
O 2.53 0.48 2.86 -0.69
O 2.38 -0.15 5.24 -0.88
O -1.30 -2.42 2.46 -0.69
O -0.50 2.63 -4.34 -0.54
O -1.07 0.57 -3.76 -0.51
O -2.67 -1.13 4.04 -0.90
O 1.11 -5.25 1.59 -0.69
O 1.31 -1.55 3.50 -0.91
O -2.53 -0.49 1.66 -0.68
N -3.17 1.16 -1.46 -0.60
C 4.32 -0.96 2.44 -0.10
C -3.24 2.17 -2.19 0.32
C 0.02 3.24 -3.14 0.04
C 1.45 2.65 -2.88 0.59
C 0.00 4.77 -3.29 -0.43
C -2.84 2.14 -3.68 -0.62
C -0.20 5.44 -1.89 -0.62
C 0.27 -7.07 2.80 -0.10
C -1.41 1.66 -3.91 0.82
C 3.86 0.48 2.35 -0.10
C -0.74 -1.93 1.23 -0.11
C -3.74 3.50 -1.64 -0.67
C 1.64 2.00 -1.48 0.91
C 0.47 -5.57 2.83 -0.10
C -1.19 -0.49 1.15 -0.10
H -1.15 5.98 -1.86 0.22
H 0.34 -2.03 1.24 0.22
H -3.70 3.48 -0.55 0.25
H -0.65 2.99 -2.31 0.20
H -0.23 4.69 -1.08 0.20
H -1.18 -0.12 0.13 0.22
H -3.08 4.29 -2.03 0.21
H -2.88 3.18 -4.04 0.23
H -0.90 5.02 -3.87 0.22
H 5.41 -1.05 2.45 0.22
H 0.87 5.18 -3.82 0.23
H 1.19 -7.60 3.03 0.19
H 1.08 -5.26 3.67 0.22
H -2.82 0.39 -2.04 0.34
H -0.49 -5.05 2.87 0.21
H -0.58 0.15 1.78 0.19
H -3.53 1.58 -4.32 0.27
H -4.76 3.67 -1.99 0.24
H 3.88 0.86 1.33 0.22
H 4.47 1.14 2.98 0.19
H -1.16 -2.53 0.42 0.20
H 0.58 6.17 -1.66 0.22
H -0.52 -7.41 3.47 0.22
H 3.91 -1.56 1.63 0.19
```

## Properties
HOMO-LUMO gap in eV: 10.822
HOMO in eV: -10.518
Total energy in hartree: -3387.89288
Net charge: 0
SMILES string: [H]/N=C(/C)CC(=O)O[C@H](CC)C(F)(F)C(F)(F)F.O=S1(=O)OCCO1.O=S1(=O)OCCO1.O=S1(=O)OCCO1


Computed, not measured: C2H2N4O2 in the gas phase, with ωB97M-V with the def2-TZVPD basis set.

XYZ file:
```
10
Properties=species:S:1:pos:R:3:nbo_charge:R:1
O 2.71 0.03 0.05 -0.31
O 1.67 -1.87 -0.09 -0.34
N 0.35 1.42 -0.03 0.01
N -0.89 1.72 0.00 -0.19
N 0.50 0.06 -0.03 -0.13
N 1.72 -0.66 0.00 0.65
C -1.64 0.61 0.01 -0.11
C -0.88 -0.52 0.06 -0.07
H -2.66 0.80 0.02 0.23
H -0.88 -1.59 0.01 0.26
```

## Properties
HOMO-LUMO gap in eV: 10.010
HOMO in eV: -11.080
Total energy in hartree: -446.72818
ΔE to the lowest compared entry with this formula, charge and spin in kcal per mole: 153.45
Net charge: 0
SMILES string: O=[N+]([O-])n1ccnn1